# 1
Computed, not measured: C25H39As3F6N3O6PdS2 as an isolated structure, with wB97M-V/def2-TZVPD.

The geometry in XYZ format:
```
85
Properties=species:S:1:pos:R:3:forces:R:3
Pd 0.408296 1.208119 -0.986043 0.648 2.175 0.000
C -2.057321 1.833386 -4.149779 0.540 0.170 0.423
As -1.644694 0.939984 -2.415785 -0.367 -0.686 -0.683
C -3.389649 1.259270 -1.570697 0.275 0.218 0.391
C -1.987910 -0.970275 -2.787606 0.098 -0.020 0.229
C -0.962077 -1.837209 -3.522809 0.178 0.236 -0.293
C -0.648383 -1.181164 -4.871648 -0.007 0.013 0.288
C 0.336922 -2.050641 -2.741332 -0.051 0.074 0.265
As 1.578909 -0.554537 -2.365807 -0.229 -0.605 -0.772
C 3.031643 -1.636300 -1.591794 0.042 0.407 0.349
C 2.477416 -0.271707 -4.123792 -0.214 0.494 0.381
C -1.594846 -3.215075 -3.804372 -0.110 -0.055 0.471
As -2.229447 -4.526408 -2.394026 -0.179 -0.298 -0.291
C -2.576354 -3.561568 -0.708800 0.322 0.097 -0.215
C -0.532710 -5.385226 -1.870018 -0.063 0.310 0.008
H -2.869300 1.309566 -4.658360 0.084 -0.106 0.247
H -1.190638 1.882186 -4.808251 -0.038 -0.075 0.098
H -2.372772 2.856427 -3.936673 0.012 -0.086 0.043
H -4.140390 0.606498 -2.021508 0.256 -0.012 -0.099
H -3.703666 2.294875 -1.716125 0.114 -0.102 0.047
H -3.331242 1.040463 -0.503962 -0.012 0.028 -0.035
H -2.930949 -1.007747 -3.351962 0.150 0.186 0.154
H -2.174022 -1.376593 -1.792556 -0.060 0.023 -0.033
H -0.219603 -0.191576 -4.685870 -0.008 -0.040 -0.290
H -1.558461 -1.068581 -5.460841 0.010 0.054 -0.069
H 0.062396 -1.779579 -5.441010 0.044 0.039 -0.058
H 0.932703 -2.809227 -3.269095 0.028 0.226 0.156
H 0.097405 -2.435183 -1.749106 0.078 -0.058 -0.003
H 2.937336 -2.675460 -1.915625 -0.163 0.199 -0.089
H 3.008010 -1.607344 -0.507485 -0.024 -0.014 -0.010
H 3.995572 -1.244707 -1.924779 -0.164 0.028 -0.052
H 2.650091 -1.236567 -4.607875 -0.103 0.036 0.251
H 3.436849 0.211800 -3.930782 -0.055 -0.079 0.034
H 1.914003 0.371569 -4.799190 -0.040 -0.080 0.141
H -0.895698 -3.813862 -4.399231 -0.026 0.017 0.038
H -2.472540 -3.060019 -4.441486 0.041 -0.029 0.090
H -3.476565 -2.955206 -0.779932 -0.030 0.028 -0.057
H -1.742726 -2.947411 -0.376629 -0.012 0.041 0.041
H -2.753446 -4.318122 0.053820 0.006 -0.104 -0.045
H -0.085771 -5.902340 -2.717291 -0.057 0.024 -0.061
H -0.751266 -6.122439 -1.099286 -0.068 -0.010 -0.003
H 0.174736 -4.667219 -1.465802 0.141 0.008 0.060
O 3.670563 2.258768 5.130223 -0.168 0.119 0.111
C 4.228100 1.426512 4.149344 0.392 -0.206 -0.068
C 3.502110 1.615539 2.847393 -0.200 0.132 -0.135
C 4.024056 1.151975 1.643445 -0.238 0.135 -0.054
C 3.256658 1.277985 0.499800 0.545 -0.225 -0.057
N 2.041792 1.815557 0.500595 -1.111 -0.629 -0.845
C 1.538822 2.312870 1.643709 0.465 0.082 0.137
C 2.265059 2.244944 2.827155 0.163 0.156 -0.220
C 0.204643 2.941675 1.554222 -0.309 0.246 0.110
C -0.442191 3.519797 2.641667 0.133 0.127 -0.268
C -1.693596 4.101018 2.481015 0.130 -0.052 -0.237
C -2.412845 4.673178 3.671578 -0.352 0.330 -0.098
O -2.001702 4.135193 4.891273 0.250 -0.178 0.220
C -2.243302 4.144460 1.200885 0.338 -0.110 0.157
C -1.541009 3.553796 0.167367 -0.452 0.291 -0.233
N -0.370778 2.949427 0.338620 0.422 -1.415 -0.755
H 3.822595 1.891075 6.004870 0.022 -0.018 -0.017
H 4.145612 0.362032 4.416873 -0.008 0.127 -0.014
H 5.298739 1.648366 4.015085 -0.171 -0.071 -0.073
H 5.003572 0.702920 1.594579 0.104 -0.064 -0.049
H 3.636173 0.950783 -0.467792 -0.093 0.000 0.281
H 1.889086 2.631516 3.757284 -0.121 0.072 -0.037
H -0.007085 3.507705 3.626116 0.096 0.005 -0.026
H -3.500025 4.569839 3.521754 0.188 0.001 -0.009
H -2.195797 5.749029 3.732591 -0.098 -0.170 -0.088
H -2.013403 3.169957 4.852664 -0.087 -0.009 0.049
H -3.198278 4.615424 1.024003 -0.077 0.016 -0.083
H -1.925734 3.580418 -0.851562 0.066 -0.062 0.279
F 1.086117 -2.985188 0.393935 -0.272 0.028 -0.008
C 1.056864 -2.283715 1.539375 0.008 0.087 0.027
F 2.211448 -1.612912 1.615567 0.168 0.188 -0.025
F 1.019233 -3.142791 2.540935 -0.259 0.039 0.041
S -0.384485 -1.063724 1.541022 0.708 -1.188 -0.925
O -0.398933 -0.669863 0.138521 -0.051 -0.174 0.451
O -1.516841 -1.799021 1.968019 -0.512 -0.375 0.424
N 0.173244 0.066268 2.445679 -0.241 0.056 0.239
S -0.507628 0.299837 3.872184 -0.248 -0.333 0.461
O -1.928027 0.267454 3.812949 -0.451 -0.304 0.184
O 0.081277 1.428081 4.513192 0.552 0.279 0.162
C 0.181194 -1.109212 4.907915 0.148 -0.039 0.159
F -0.388739 -2.290031 4.717762 -0.208 0.284 -0.145
F 1.482436 -1.218348 4.597547 0.076 0.039 -0.087
F 0.101165 -0.793443 6.191845 -0.238 0.111 0.015
```
Positions in Å, forces in eV/Å.

Values from the calculation:
Charge ... +1
LUMO level ... -4.706 eV
Multiplicity ... 1
Energy relative to the best compared isomer or geometry (same formula, charge and spin) ... 38.90 kcal/mol

Atomic partial charges in e from the Mulliken method, atoms 1 to 8: atom 1 (Pd): -0.816, atom 2 (C): -1.235, atom 3 (As): 0.821, atom 4 (C): -1.221, atom 5 (C): -0.839, atom 6 (C): 2.072, atom 7 (C): -1.691, atom 8 (C): -0.567

***

# 2
Computed, not measured: a 2-piece molecular cluster, C33H38N4O2S overall, with wB97M-V/def2-TZVPD.

The geometry in XYZ format:
```
78
Properties=species:S:1:pos:R:3:forces:R:3
C -5.929131 3.360766 0.460372 0.511 0.026 0.091
N -4.860913 3.653866 1.397493 -0.660 -0.091 0.516
C -5.137715 4.845963 2.176027 0.177 -0.233 -0.116
C -3.572338 3.111549 1.256999 1.101 -0.163 -0.159
C -2.710544 3.527594 0.214501 -0.620 -0.232 0.453
C -1.453388 2.970336 0.075936 0.454 -0.434 0.178
C -1.005038 1.949038 0.943354 -1.240 0.524 -0.318
C 0.347880 1.411637 0.829709 0.893 0.987 1.067
C 1.466569 2.209469 0.918045 -1.018 -0.686 0.328
C 2.798420 1.617795 0.936732 1.251 -2.267 -0.072
O 3.020693 0.404165 0.788233 -0.473 2.073 0.448
N 3.892543 2.454913 1.222442 0.027 0.041 -0.531
C 5.176660 1.773641 1.318953 0.386 0.024 0.139
C 3.869178 3.841423 1.169904 -0.321 0.061 0.197
S 5.201268 4.848864 1.282285 -0.479 -0.851 -0.214
N 2.592816 4.369788 1.113085 0.094 0.169 0.354
C 2.504023 5.816055 1.329318 0.049 0.216 0.031
C 1.430814 3.608711 1.384289 -1.310 1.366 0.623
O 0.494725 4.133718 1.984179 1.263 -0.844 -1.022
C -1.891263 1.493652 1.947612 0.992 -0.050 -0.349
C -3.108255 2.114809 2.152942 -0.694 0.466 -0.561
H -5.729103 2.418871 -0.060604 -0.115 0.192 0.083
H -6.860923 3.280512 1.036662 0.033 -0.092 -0.276
H -6.047473 4.174214 -0.272968 -0.104 -0.156 -0.088
H -4.341405 5.053042 2.897978 -0.153 -0.091 -0.156
H -5.273598 5.722035 1.521922 0.097 0.055 0.128
H -6.084492 4.683270 2.706119 0.140 0.200 0.115
H -3.061314 4.300379 -0.473567 0.143 -0.247 0.176
H -0.794116 3.308105 -0.725458 -0.123 -0.049 0.212
H 0.455832 0.326308 0.849216 0.181 0.322 -0.061
H 5.910578 2.546185 1.551222 -0.030 -0.344 -0.038
H 5.134376 1.028308 2.117378 -0.020 0.087 -0.208
H 5.429407 1.282700 0.373941 -0.085 0.063 0.195
H 1.459953 6.113454 1.377560 0.094 -0.128 -0.076
H 3.020646 6.072237 2.262642 -0.268 0.046 -0.203
H 3.034896 6.310114 0.512171 -0.209 -0.003 0.162
H -1.561479 0.667742 2.581848 -0.174 0.279 -0.023
H -3.766440 1.814389 2.971438 0.204 0.017 -0.302
C -1.197470 -7.525968 0.489287 0.542 0.163 0.466
C -0.118598 -7.081811 1.239260 -0.530 -0.290 -0.333
C 0.331389 -5.742146 1.152620 -0.343 0.492 -0.514
C 1.464772 -5.288846 1.867849 0.405 0.590 0.176
C 1.926764 -3.990198 1.729415 -0.226 -0.873 -0.106
C 1.244293 -3.090430 0.885301 -0.663 -0.043 0.177
C 0.050167 -3.443694 0.281143 0.204 0.130 0.116
C -0.715606 -2.381827 -0.497464 0.299 -0.239 -0.028
C -0.040323 -2.266895 -1.855958 0.853 -0.377 -0.034
C -0.735471 -1.484799 -2.965302 -0.182 0.153 -0.421
C 0.308772 -0.607388 -3.695751 0.272 -0.064 0.582
C 0.877943 0.412219 -2.686730 -0.123 0.109 -0.310
C 1.608129 -0.386355 -1.624023 0.376 -0.795 0.559
N 1.363120 -1.841323 -1.693527 1.021 -0.592 -1.708
C 2.057324 -2.305415 -2.957834 -0.366 0.296 1.402
C 1.478157 -1.544260 -4.142773 -0.546 0.555 -0.694
C -0.375169 -4.817243 0.299965 0.595 -0.060 0.523
C -1.409685 -5.327561 -0.517874 -0.622 -0.592 0.062
C -1.834482 -6.647828 -0.409472 0.256 0.825 -0.141
H -1.549632 -8.553022 0.585095 0.132 0.245 -0.027
H 0.404820 -7.759420 1.915315 -0.139 0.121 -0.179
H 1.980724 -6.000344 2.512939 -0.085 0.201 -0.077
H 2.810226 -3.652219 2.266165 -0.101 -0.140 -0.137
H 1.657916 -2.100377 0.693063 -0.212 -0.195 0.355
H -1.760584 -2.674220 -0.637030 0.069 0.162 0.118
H -0.695466 -1.409221 0.023951 -0.060 -0.336 -0.088
H 0.048017 -3.305429 -2.220741 -0.036 0.250 0.252
H -1.125562 -2.227087 -3.671912 -0.244 0.303 -0.023
H -1.579981 -0.913304 -2.561924 0.120 0.179 -0.204
H -0.139217 -0.085879 -4.544487 0.058 -0.195 -0.027
H 1.598914 1.096623 -3.154589 -0.323 -0.060 -0.138
H 0.105760 1.027582 -2.204762 -0.143 -0.108 -0.367
H 2.698916 -0.256602 -1.749826 -0.456 -0.140 0.271
H 1.376125 -0.065671 -0.612403 0.123 -0.038 -0.435
H 3.130289 -2.113427 -2.837642 -0.199 -0.106 -0.007
H 1.898360 -3.384358 -3.072894 0.137 0.203 0.188
H 1.083181 -2.257739 -4.871772 0.105 0.169 -0.169
H 2.268869 -0.952078 -4.616467 -0.229 -0.025 -0.156
H -1.882868 -4.669266 -1.248546 0.016 -0.217 0.261
H -2.665172 -7.002413 -1.019567 0.253 0.085 0.091
```
Positions in Å, forces in eV/Å.

Values from the calculation:
LUMO level ... -1.312 eV
SMILES ... CN1C(=O)C(=Cc2ccc(N(C)C)cc2)C(=O)N(C)C1=S.c1ccc2c(C[C@H]3CC4CCN3CC4)cccc2c1
Multiplicity ... 1

Atomic partial charges in e from the Mulliken method, atoms 1 to 8: atom 1 (C): -1.022, atom 2 (N): 0.216, atom 3 (C): -0.993, atom 4 (C): 0.026, atom 5 (C): -0.576, atom 6 (C): -0.355, atom 7 (C): 0.342, atom 8 (C): -0.088

***

# 3
Computed, not measured: an isolated ion of composition C4H10N3O and charge +1, with wB97M-V/def2-TZVPD.

The geometry in XYZ format:
```
18
Properties=species:S:1:pos:R:3:forces:R:3
C 1.216429 -0.333999 -2.193650 -4.737 0.319 3.743
C -0.825487 1.534641 1.442898 1.994 4.238 -2.817
C -1.008106 -0.807233 2.210542 -1.347 1.898 -0.667
C -0.599255 0.147389 1.079166 0.321 0.046 -0.635
N -0.037970 -0.450786 0.092642 0.797 -2.777 -0.727
N 1.283705 0.476590 -3.236685 1.415 -2.108 0.439
N 1.337625 -1.657349 -2.199692 -0.253 3.009 1.073
O 0.587255 0.243602 -1.091557 0.590 2.020 -1.200
H -0.961170 2.367741 0.616372 -0.052 -2.180 1.026
H -1.537576 1.743555 2.167422 -1.687 -0.311 1.192
H 0.074458 1.993388 1.888183 0.197 -0.667 0.031
H -0.861347 -1.811002 1.784627 -0.108 0.131 1.300
H -2.083308 -0.493563 2.530890 1.552 -1.141 -0.949
H -0.447810 -0.373056 3.070594 0.212 -1.307 -0.403
H 0.983540 1.395164 -3.350859 -0.693 1.738 0.878
H 1.765372 0.139403 -4.027650 0.538 -0.512 -1.007
H 0.930333 -2.112727 -1.402974 0.279 -0.584 0.234
H 1.839357 -2.025453 -2.933811 0.981 -1.811 -1.512
```
Positions in Å, forces in eV/Å.

Values from the calculation:
Charge ... +1
LUMO level ... -3.391 eV
SMILES ... CC(C)=NOC(N)=[NH2+]
Multiplicity ... 1
Energy relative to the best compared isomer or geometry (same formula, charge and spin) ... 59.32 kcal/mol

Atomic partial charges in e from the Mulliken method, atoms 1 to 8: atom 1 (C): 0.763, atom 2 (C): -1.304, atom 3 (C): -1.020, atom 4 (C): 0.859, atom 5 (N): -0.379, atom 6 (N): -0.297, atom 7 (N): -0.275, atom 8 (O): -0.235

***

# 4
Computed, not measured: a 2-piece molecular cluster, C28H30N2O2 overall, with wB97M-V/def2-TZVPD.

The geometry in XYZ format:
```
62
Properties=species:S:1:pos:R:3:forces:R:3
C 4.826674 -4.523008 -0.583586 -0.221 0.533 0.368
O 4.482251 -3.406874 0.271653 -0.339 -0.400 -0.351
C 3.222065 -2.898683 0.188721 -0.596 0.184 -0.239
C 2.919988 -1.802092 1.040173 0.444 -0.652 -0.405
C 1.692838 -1.175631 0.963591 -0.434 -0.032 -0.455
C 0.709499 -1.614166 0.042760 1.057 -0.969 -0.090
C -0.570140 -0.962830 -0.148320 -1.077 0.968 0.109
C -0.844989 0.363024 -0.109442 0.548 -1.568 -0.504
C -2.241062 0.925470 -0.145081 -0.395 -0.194 -0.209
N -3.332219 -0.124042 -0.116679 0.496 0.393 -0.023
C -3.834492 -0.543486 1.068794 0.027 -0.004 0.110
C -4.770474 -1.557427 1.127071 0.160 0.164 -0.300
C -5.220609 -2.172197 -0.059074 0.175 0.214 0.146
N -6.163013 -3.204412 -0.026973 -0.288 -0.313 -0.395
C -7.595955 -2.978139 0.020327 0.048 0.207 0.044
C -5.805709 -4.591860 0.200722 0.223 0.080 0.080
C -4.684902 -1.703223 -1.277575 0.039 0.066 0.350
C -3.748821 -0.688027 -1.276354 0.012 0.051 -0.071
C 0.270967 1.368029 -0.272918 1.573 0.590 -1.143
C 0.294714 2.538678 0.672747 -0.170 0.004 0.135
O 1.096164 1.246422 -1.180818 -2.134 -0.406 1.674
C 0.983188 -2.779607 -0.712825 -0.233 0.826 0.270
C 2.221362 -3.398311 -0.685007 0.836 -0.062 0.407
H 5.853526 -4.771530 -0.309050 -0.216 0.003 -0.116
H 4.165288 -5.382417 -0.398366 0.186 0.228 -0.006
H 4.775621 -4.233511 -1.643208 0.018 -0.048 0.280
H 3.696508 -1.463200 1.730260 -0.307 -0.084 -0.233
H 1.476869 -0.334576 1.626882 0.095 -0.193 -0.252
H -1.407270 -1.631927 -0.360755 0.092 -0.088 0.311
H -2.401290 1.585226 0.716377 -0.117 -0.105 -0.224
H -2.378659 1.515869 -1.064107 -0.161 -0.110 0.301
H -3.465190 -0.031255 1.960108 -0.058 -0.209 -0.359
H -5.157176 -1.876212 2.090921 0.071 0.069 -0.190
H -7.836454 -1.924213 -0.157707 0.037 -0.241 0.028
H -8.085594 -3.596095 -0.745334 0.005 0.207 0.078
H -8.006029 -3.284961 0.995292 -0.003 0.167 -0.106
H -4.719260 -4.722027 0.152193 -0.238 -0.045 0.010
H -6.171877 -4.933643 1.181602 0.180 0.001 -0.093
H -6.283808 -5.222825 -0.561912 0.197 0.051 0.095
H -5.001610 -2.139293 -2.220322 0.033 0.072 0.191
H -3.311680 -0.286043 -2.193217 -0.087 -0.167 0.366
H -0.508070 2.473597 1.418333 0.117 0.033 -0.085
H 1.260599 2.553830 1.193361 -0.055 0.162 -0.275
H 0.202339 3.473025 0.104969 0.248 -0.111 0.136
H 0.204886 -3.158083 -1.377660 0.226 0.058 0.094
H 2.426361 -4.256000 -1.340504 -0.157 0.484 0.406
C 2.859428 5.129090 -1.468078 -0.086 -0.235 -0.018
C 2.576555 3.751804 -1.657613 0.716 0.586 1.026
C 3.318615 3.006033 -0.703240 0.463 0.347 0.001
C 4.130109 3.917433 0.054120 -0.768 0.396 -0.720
C 3.809049 5.268836 -0.409012 -0.163 -0.880 -0.127
C 4.415491 6.377418 0.194732 0.291 -0.140 0.398
C 5.346345 6.170213 1.221329 -0.292 0.224 -0.419
C 5.704800 4.864690 1.621865 -0.240 -0.483 -0.137
C 5.102185 3.738855 1.042565 0.247 0.546 0.324
H 2.453944 5.965114 -2.029415 -0.028 -0.158 -0.023
H 1.900596 3.337247 -2.395820 0.059 0.047 0.065
H 3.347418 1.929557 -0.560443 -0.047 0.167 -0.237
H 4.144355 7.381527 -0.147740 0.200 -0.221 0.214
H 5.813122 7.031414 1.707877 -0.099 -0.276 -0.156
H 6.460234 4.735885 2.397817 -0.149 0.013 -0.158
H 5.382376 2.723565 1.331014 0.038 0.248 0.104
```
Positions in Å, forces in eV/Å.

Values from the calculation:
LUMO level ... -2.354 eV
Multiplicity ... 1
Energy relative to the best compared isomer or geometry (same formula, charge and spin) ... 178.10 kcal/mol

Atomic partial charges in e from the Mulliken method, atoms 1 to 8: atom 1 (C): -0.830, atom 2 (O): -0.431, atom 3 (C): 0.873, atom 4 (C): -0.689, atom 5 (C): -0.197, atom 6 (C): -0.059, atom 7 (C): -0.265, atom 8 (C): 1.470